Record 1
The following is a quantum chemistry calculation of C3H3O2Pd as an isolated structure, from the Open Molecules 2025 dataset.

CARTESIAN COORDINATES (ANGSTROEM)
O: -0.476 -0.077 1.026
O: 0.640 0.135 -0.895
C: -0.377 1.250 0.707
C: 0.253 1.374 -0.462
C: 0.135 -0.814 0.003
H: -0.749 1.981 1.417
H: -0.086 -3.748 -0.575
Pd: 0.112 -2.342 -0.176
H: 0.547 2.240 -1.045

Computed properties:
2S+1	4
E_LUMO (spin up / spin down)	0.918 / -3.112	eV
E_HOMO (spin up / spin down)	-0.20641 / -0.33339	Eh
orbital gap (spin up / spin down)	0.2401 / 0.2190	Ha

Okay, here come the Mulliken numbers, in e, for every atom:
1. O -0.333
2. O -0.337
3. C -0.108
4. C -0.134
5. C 0.099
6. H 0.352
7. H 0.114
8. Pd -0.005
9. H 0.351

---

Record 2
The following is a quantum chemistry calculation of C20H48N9OPRu as an isolated structure, from the Open Molecules 2025 dataset.

CARTESIAN COORDINATES (ANGSTROEM)
Ru: -0.048 -2.037 -0.196
N: -0.836 -2.778 -2.270
C: -0.842 -4.258 -2.264
C: -1.467 -4.744 -0.971
N: -0.656 -4.283 0.193
H: -1.770 -2.439 -2.485
H: -0.244 -2.423 -3.016
H: 0.192 -4.602 -2.337
H: -1.377 -4.669 -3.121
H: -1.566 -5.830 -0.977
H: -2.469 -4.324 -0.865
H: 0.187 -4.852 0.237
H: -1.148 -4.499 1.055
N: 3.158 -1.901 -0.474
N: 2.200 -2.921 -0.102
H: 4.043 -2.346 -0.705
H: 3.320 -1.320 0.341
H: 2.491 -3.406 0.748
H: 2.239 -3.620 -0.839
O: 0.443 -0.146 -0.806
P: 1.143 1.211 -0.571
N: -0.005 2.319 -0.222
C: 0.185 3.464 0.707
C: -0.951 4.429 0.345
C: -1.982 3.564 -0.379
C: -1.116 2.582 -1.156
N: 2.099 1.131 0.753
C: 1.901 0.211 1.876
C: 3.277 0.131 2.538
C: 3.866 1.514 2.268
C: 3.412 1.819 0.845
N: 1.992 1.552 -1.907
C: 2.402 2.953 -2.196
C: 2.976 2.872 -3.606
C: 2.137 1.780 -4.261
C: 1.976 0.741 -3.155
H: 1.159 3.935 0.572
H: 0.121 3.119 1.742
H: -0.586 5.208 -0.324
H: -1.353 4.921 1.227
H: -2.632 4.143 -1.032
H: -2.616 3.032 0.338
H: -0.759 3.035 -2.086
H: -1.624 1.650 -1.412
H: 1.555 -0.776 1.531
H: 1.156 0.597 2.585
H: 3.888 -0.642 2.063
H: 3.209 -0.106 3.597
H: 4.949 1.543 2.362
H: 3.449 2.241 2.965
H: 4.106 1.416 0.103
H: 3.308 2.890 0.672
H: 3.137 3.309 -1.474
H: 1.533 3.618 -2.164
H: 4.027 2.583 -3.572
H: 2.909 3.830 -4.118
H: 2.612 1.353 -5.142
H: 1.165 2.175 -4.562
H: 2.802 0.029 -3.144
H: 1.043 0.186 -3.238
C: -2.493 -0.099 0.853
C: -3.576 0.653 1.786
N: -4.059 -0.373 2.649
C: -4.807 -1.394 1.990
C: -3.726 -2.118 1.035
N: -2.423 -1.505 1.228
C: -2.020 -1.633 2.619
C: -3.077 -0.861 3.561
H: -1.527 0.391 0.967
H: -2.816 -0.012 -0.183
H: -4.383 1.060 1.181
H: -3.096 1.441 2.361
H: -5.608 -0.963 1.394
H: -5.211 -2.098 2.713
H: -4.043 -2.009 0.000
H: -3.694 -3.174 1.298
H: -1.032 -1.200 2.772
H: -2.012 -2.682 2.909
H: -2.597 -0.035 4.080
H: -3.519 -1.551 4.276

Computed properties:
2S+1	6
E_LUMO (spin up / spin down)	-7.617 / -11.339	eV
charge	+3
E_HOMO (spin up / spin down)	-0.60076 / -0.60197	Eh
orbital gap (spin up / spin down)	0.3208 / 0.1853	Ha

Okay, here come the Mulliken numbers, in e, for every atom:
1. Ru 0.732
2. N -0.409
3. C -0.548
4. C -0.525
5. N -0.431
6. H 0.206
7. H 0.220
8. H 0.320
9. H 0.435
10. H 0.469
11. H 0.247
12. H 0.266
13. H 0.222
14. N -0.342
15. N -0.435
16. H 0.346
17. H -0.169
18. H 0.296
19. H 0.270
20. O -0.301
21. P -1.562
22. N 0.915
23. C -0.160
24. C -0.863
25. C -0.370
26. C -0.624
27. N 0.975
28. C -0.188
29. C -0.800
30. C -0.846
31. C -0.496
32. N 0.452
33. C -0.290
34. C -0.727
35. C -0.731
36. C -0.292
37. H 0.189
38. H 0.280
39. H 0.362
40. H 0.425
41. H 0.449
42. H -0.082
43. H 0.531
44. H 0.161
45. H 0.004
46. H 0.237
47. H 0.267
48. H 0.459
49. H 0.427
50. H 0.342
51. H 0.345
52. H 0.352
53. H 0.166
54. H 0.171
55. H 0.307
56. H 0.388
57. H 0.401
58. H 0.307
59. H 0.283
60. H 0.087
61. C 0.287
62. C -0.965
63. N 0.233
64. C -0.836
65. C -0.670
66. N 0.311
67. C -0.294
68. C -0.699
69. H -0.637
70. H 0.571
71. H 0.229
72. H 0.413
73. H 0.309
74. H 0.329
75. H 0.486
76. H 0.483
77. H 0.106
78. H 0.610
79. H 0.336
80. H 0.276

---

Record 3
The following is a quantum chemistry calculation of C31H38AgN4O2Si as an isolated structure, from the Open Molecules 2025 dataset.

CARTESIAN COORDINATES (ANGSTROEM)
Ag: 0.719 -0.181 0.903
O: -0.529 0.009 3.140
N: -1.427 -0.816 3.371
N: -1.789 -1.544 2.352
O: -1.287 -1.440 1.145
C: -2.842 -2.463 2.575
C: -3.480 -2.571 3.813
C: -4.515 -3.474 3.968
C: -4.931 -4.277 2.910
C: -4.292 -4.161 1.687
C: -3.250 -3.260 1.511
H: -3.157 -1.946 4.631
H: -5.006 -3.553 4.931
H: -5.744 -4.980 3.042
H: -4.601 -4.779 0.853
H: -2.740 -3.157 0.567
C: 2.169 0.824 -2.879
C: 1.545 -0.507 -3.186
C: 2.182 -1.416 -4.026
C: 1.638 -2.663 -4.284
C: 0.443 -3.030 -3.684
C: -0.220 -2.160 -2.829
C: -1.486 -2.544 -2.121
C: 0.331 -0.894 -2.607
N: -0.325 -0.066 -1.676
C: -0.916 1.003 -1.990
C: -1.086 1.527 -3.392
C: -1.553 1.791 -0.865
C: -2.651 2.752 -1.239
N: -1.120 1.602 0.307
C: -1.712 2.210 1.433
C: -2.975 1.802 1.870
C: -3.757 0.748 1.134
C: -3.472 2.362 3.043
C: -2.744 3.300 3.754
C: -1.487 3.679 3.307
C: -0.945 3.131 2.153
C: 0.438 3.480 1.686
H: 3.173 0.872 -3.302
H: 2.253 0.966 -1.799
H: 1.594 1.655 -3.295
H: 3.131 -1.134 -4.469
H: 2.157 -3.357 -4.934
H: 0.023 -4.014 -3.861
H: -1.696 -3.606 -2.254
H: -2.341 -1.977 -2.500
H: -1.405 -2.314 -1.055
H: -0.604 0.863 -4.107
H: -0.656 2.526 -3.493
H: -2.146 1.607 -3.640
H: -2.277 3.480 -1.962
H: -3.018 3.278 -0.360
H: -3.486 2.230 -1.712
H: -3.091 -0.022 0.739
H: -4.325 1.166 0.297
H: -4.473 0.277 1.809
H: -4.439 2.035 3.407
H: -3.145 3.718 4.669
H: -0.898 4.390 3.875
H: 0.931 4.135 2.405
H: 0.420 3.984 0.717
H: 1.044 2.578 1.561
C: 5.978 0.419 -1.912
Si: 5.702 0.136 -0.071
C: 6.599 -1.443 0.415
C: 6.498 1.567 0.855
C: 3.945 0.021 0.294
C: 2.750 -0.084 0.549
H: 7.042 0.459 -2.160
H: 5.519 1.360 -2.224
H: 5.518 -0.384 -2.492
H: 7.669 -1.386 0.193
H: 6.180 -2.297 -0.121
H: 6.479 -1.633 1.483
H: 7.565 1.647 0.626
H: 6.388 1.435 1.933
H: 6.017 2.510 0.587

Computed properties:
E_LUMO	2.524	eV
charge	-1
E_HOMO	-0.16236	Eh
orbital gap	0.2551	Ha

Okay, here come the Mulliken numbers, in e, for every atom:
1. Ag 0.089
2. O -0.439
3. N -0.583
4. N 0.714
5. O -0.630
6. C 0.147
7. C -0.417
8. C -0.477
9. C -0.487
10. C -0.558
11. C -0.074
12. H 0.463
13. H 0.361
14. H 0.367
15. H 0.371
16. H 0.239
17. C -0.977
18. C 1.461
19. C -0.906
20. C -0.914
21. C -0.848
22. C 0.678
23. C -1.150
24. C -0.659
25. N 1.079
26. C 0.667
27. C -2.272
28. C 0.946
29. C -2.104
30. N 0.529
31. C -0.430
32. C 1.522
33. C -1.419
34. C -0.973
35. C -0.915
36. C -0.951
37. C 1.028
38. C -1.260
39. H 0.327
40. H 0.053
41. H 0.201
42. H 0.386
43. H 0.399
44. H 0.373
45. H 0.424
46. H 0.295
47. H -0.028
48. H 0.426
49. H 0.412
50. H 0.475
51. H 0.494
52. H 0.415
53. H 0.373
54. H 0.101
55. H 0.336
56. H 0.461
57. H 0.428
58. H 0.399
59. H 0.349
60. H 0.415
61. H 0.238
62. H 0.162
63. C -0.883
64. Si -0.107
65. C -0.979
66. C -0.982
67. C -1.069
68. C 1.315
69. H 0.345
70. H 0.263
71. H 0.207
72. H 0.291
73. H 0.289
74. H 0.306
75. H 0.278
76. H 0.306
77. H 0.283